C18H28N4S2Sm as an isolated structure at a distorted geometry, computed with ωB97M-V/def2-TZVPD.

Atoms and positions in Å:
1 Sm 0.47 -0.67 -0.02
2 S -1.28 1.52 -0.35
3 S -0.81 -3.21 -0.53
4 C -3.09 1.60 -0.50
5 C -0.82 1.79 -2.10
6 C -1.24 0.60 -2.93
7 N -0.46 -0.61 -2.49
8 C -1.11 -1.81 -3.03
9 C -0.64 -3.11 -2.36
10 H 0.26 1.96 -2.14
11 H -1.34 2.70 -2.39
12 H -1.05 0.81 -3.99
13 H -2.30 0.41 -2.81
14 H -0.89 -1.92 -4.10
15 H -2.19 -1.74 -2.91
16 H 0.42 -3.33 -2.59
17 H -1.24 -3.96 -2.71
18 C -2.66 -3.21 -0.49
19 H 0.42 -0.53 -3.01
20 H -3.08 -2.38 -1.07
21 H -3.00 -3.14 0.55
22 H -2.97 -4.17 -0.92
23 H -3.47 1.66 0.51
24 H -3.52 0.74 -1.01
25 H -3.35 2.52 -1.03
26 C 3.80 -0.66 -1.56
27 C 4.04 -0.78 -0.24
28 H 3.82 0.33 -2.07
29 H 3.74 -1.52 -2.24
30 H 4.26 0.10 0.38
31 H 4.24 -1.74 0.23
32 N 0.88 1.59 3.05
33 C -0.09 0.59 3.21
34 C -0.81 0.64 4.41
35 C -1.61 -0.44 4.77
36 C -1.79 -1.48 3.85
37 C -1.25 -1.34 2.58
38 N -0.32 -0.37 2.29
39 C 1.65 1.87 1.95
40 C 2.34 3.09 1.79
41 C 3.11 3.27 0.63
42 C 3.06 2.33 -0.40
43 C 2.18 1.26 -0.25
44 N 1.68 0.94 0.98
45 H 0.90 2.30 3.78
46 H -0.71 1.51 5.03
47 H -2.08 -0.50 5.75
48 H -2.36 -2.40 4.09
49 H -1.48 -2.02 1.75
50 H 2.21 3.87 2.53
51 H 3.76 4.15 0.50
52 H 3.67 2.38 -1.30
53 H 2.08 0.49 -1.04

The net charge is +3. The calculation puts the frontier orbital gap (spin up / spin down) at 5.9 / 8.1 eV. For the HOMO energy (spin up / spin down), the calculation gives -17.54 / -17.55 eV. The value obtained for the energy relative to the best compared isomer or geometry (same formula, charge and spin) is 9.4 kcal/mol. The spin multiplicity is 6.

One molecule with the formula C18H28O2, computed with ωB97M-V/def2-TZVPD.

Atoms and positions in Å:
1 O 1.49 -4.11 6.96
2 C 1.64 -4.39 5.80
3 O 2.26 -5.51 5.41
4 C 1.20 -3.56 4.63
5 C 0.35 -2.36 5.05
6 C 0.07 -1.39 3.91
7 C -0.81 -1.99 2.81
8 C -1.18 -0.95 1.75
9 C -2.05 -1.55 0.65
10 C -2.56 -0.52 -0.35
11 C -1.46 0.09 -1.22
12 C -2.03 1.06 -2.25
13 C -0.98 1.61 -3.22
14 C 0.07 2.51 -2.54
15 C 0.98 3.11 -3.57
16 C 0.68 4.34 -4.14
17 C 1.50 4.88 -5.12
18 C 2.63 4.19 -5.54
19 C 2.93 2.96 -4.98
20 C 2.11 2.42 -4.00
21 H 2.55 -6.02 6.18
22 H 2.11 -3.22 4.11
23 H 0.67 -4.21 3.94
24 H 0.87 -1.84 5.85
25 H -0.59 -2.73 5.47
26 H -0.44 -0.52 4.32
27 H 1.01 -1.06 3.47
28 H -1.72 -2.40 3.25
29 H -0.28 -2.82 2.32
30 H -1.73 -0.14 2.23
31 H -0.27 -0.54 1.33
32 H -2.91 -2.05 1.11
33 H -1.48 -2.32 0.11
34 H -3.29 -1.00 -1.01
35 H -3.08 0.28 0.19
36 H -0.93 -0.71 -1.74
37 H -0.75 0.61 -0.58
38 H -2.80 0.55 -2.83
39 H -2.51 1.90 -1.73
40 H -1.48 2.19 -3.99
41 H -0.47 0.78 -3.71
42 H -0.45 3.30 -1.98
43 H 0.65 1.91 -1.83
44 H -0.19 4.88 -3.81
45 H 1.26 5.84 -5.55
46 H 3.27 4.61 -6.30
47 H 3.80 2.42 -5.30
48 H 2.35 1.47 -3.56

The net charge is 0. The calculation puts the frontier orbital gap at 9.8 eV. For the HOMO energy, the calculation gives -9.01 eV. The value obtained for the energy relative to the best compared isomer or geometry (same formula, charge and spin) is 2.6 kcal/mol. The SMILES is O=C(O)CCCCCCCCCCCc1ccccc1.

C18H29AuN2O5P2S as an isolated structure at a distorted geometry, computed with ωB97M-V/def2-TZVPD.

Atoms and positions in Å:
1 C -0.74 1.26 -4.78
2 C -0.78 0.77 -3.48
3 N -0.03 1.35 -2.53
4 C 0.84 2.33 -2.79
5 C 0.90 2.87 -4.07
6 C 0.10 2.34 -5.08
7 C -1.64 -0.42 -3.09
8 P -1.97 -0.48 -1.29
9 Au 0.10 0.22 -0.39
10 P 1.95 1.64 -0.30
11 C 1.70 2.86 -1.65
12 O -0.49 -3.02 -3.43
13 O 0.52 -3.35 -0.89
14 H -1.38 0.78 -5.52
15 H 1.59 3.70 -4.23
16 H 0.14 2.75 -6.09
17 C -3.39 0.58 -0.98
18 C -2.49 -2.14 -0.82
19 H 2.68 3.20 -2.01
20 H 1.22 3.74 -1.18
21 H -1.14 -1.39 -3.36
22 H -2.60 -0.39 -3.63
23 C 2.26 2.48 1.26
24 C 3.50 0.79 -0.69
25 H 0.82 -2.41 -0.73
26 H 0.39 -3.70 0.01
27 H -0.05 -3.25 -2.57
28 H 0.19 -3.12 -4.12
29 H -0.58 1.57 0.37
30 H 1.14 -0.85 -1.26
31 H -4.27 0.20 -1.52
32 H -3.61 0.58 0.10
33 H -3.19 1.61 -1.30
34 H -3.37 -2.44 -1.40
35 H -1.67 -2.85 -0.97
36 H -2.74 -2.12 0.25
37 H 4.32 1.51 -0.73
38 H 3.68 0.04 0.09
39 H 3.39 0.28 -1.66
40 H 3.19 3.06 1.20
41 H 1.41 3.13 1.51
42 H 2.35 1.70 2.05
43 O 2.47 0.91 4.72
44 S 2.11 -0.40 4.26
45 O 2.98 -1.49 4.62
46 N 1.69 -0.39 2.66
47 C 0.49 -0.95 2.43
48 O 0.09 -1.44 1.32
49 C -0.36 -0.95 3.64
50 C -1.74 -1.19 3.79
51 C -2.24 -1.34 5.09
52 C -1.39 -1.27 6.20
53 C -0.02 -0.98 6.03
54 C 0.46 -0.81 4.74
55 H -2.40 -1.23 2.92
56 H -3.30 -1.54 5.25
57 H -1.79 -1.43 7.20
58 H 0.66 -0.91 6.87

The net charge is 0. The calculation puts the frontier orbital gap (spin up / spin down) at 4.2 / 5.3 eV. For the HOMO energy (spin up / spin down), the calculation gives -4.23 / -7.56 eV. The value obtained for the energy relative to the best compared isomer or geometry (same formula, charge and spin) is 18.1 kcal/mol. The spin multiplicity is 3.

A 7-piece molecular cluster, C18H29BCl18NO7PS overall at a distorted geometry, computed with ωB97M-V/def2-TZVPD.

Atoms and positions in Å:
1 C 0.42 3.92 2.39
2 C -0.72 3.50 1.68
3 C -2.15 3.09 1.00
4 C -2.04 2.01 -0.22
5 P -2.10 0.32 0.71
6 N -3.65 -0.18 1.00
7 O -1.36 0.41 2.32
8 O -1.38 -0.99 -0.23
9 O -3.29 2.32 -1.00
10 S -3.11 1.25 -2.36
11 O -3.75 1.84 -3.68
12 O -3.77 -0.18 -2.20
13 O -1.38 1.27 -2.45
14 C -0.88 2.22 -1.39
15 C 0.63 1.60 -1.12
16 C 1.76 2.72 -0.74
17 C 3.03 2.11 0.15
18 C 2.56 1.34 1.52
19 C 3.39 1.78 2.87
20 B -0.88 3.64 -2.25
21 O -0.07 3.69 -3.51
22 C -1.69 5.01 -1.84
23 C -0.77 6.11 -0.99
24 H 1.41 4.10 3.02
25 H -2.72 4.08 0.74
26 H -2.81 2.57 1.85
27 H -4.31 0.53 0.61
28 H -2.14 0.72 2.89
29 H -1.85 -1.83 0.12
30 H 0.96 1.13 -2.17
31 H 0.62 0.68 -0.37
32 H 2.26 3.08 -1.77
33 H 1.35 3.69 -0.23
34 H 3.56 1.31 -0.55
35 H 3.83 2.96 0.34
36 H 2.80 0.18 1.36
37 H 1.38 1.40 1.65
38 H 4.49 1.32 2.83
39 H 2.87 1.21 3.78
40 H 3.41 2.94 3.03
41 H -0.79 3.63 -4.23
42 H -2.72 4.85 -1.31
43 H -1.94 5.57 -2.87
44 H -1.29 6.25 0.07
45 H -0.77 7.14 -1.58
46 H 0.30 5.65 -0.86
47 Cl 0.03 -5.96 -0.23
48 C -1.63 -5.36 -0.26
49 Cl -1.86 -4.13 1.00
50 Cl -2.03 -4.69 -1.85
51 H -2.31 -6.19 -0.05
52 Cl 7.15 -0.47 -0.40
53 C 5.77 -1.53 -0.08
54 Cl 5.25 -1.38 1.61
55 Cl 4.43 -1.16 -1.18
56 H 6.08 -2.56 -0.25
57 Cl -1.46 -1.99 4.61
58 C -1.28 -0.72 5.83
59 Cl 0.21 -0.96 6.76
60 Cl -1.29 0.88 5.08
61 H -2.13 -0.78 6.52
62 Cl -4.73 -3.17 -0.59
63 C -6.25 -2.92 -1.47
64 Cl -6.04 -3.31 -3.19
65 Cl -7.55 -3.90 -0.76
66 H -6.52 -1.87 -1.38
67 Cl 3.53 -7.12 -0.23
68 C 3.71 -5.86 1.00
69 Cl 5.20 -6.09 1.93
70 Cl 3.69 -4.25 0.24
71 H 2.86 -5.92 1.68
72 Cl 1.97 -5.13 -5.49
73 C 1.99 -6.16 -4.05
74 Cl 3.04 -7.56 -4.30
75 Cl 2.53 -5.23 -2.64
76 H 0.98 -6.51 -3.86

The net charge is 0. The calculation puts the frontier orbital gap at 8.7 eV. For the HOMO energy, the calculation gives -9.04 eV. The SMILES is C#CC[C@@]1(P(=N)(O)O)OS(=O)(=O)O[C@@]1(CCCCC)B(O)CC.ClC(Cl)Cl.ClC(Cl)Cl.ClC(Cl)Cl.ClC(Cl)Cl.ClC(Cl)Cl.ClC(Cl)Cl.

A 3-piece molecular cluster, C18H29BFN2O9 overall at a distorted geometry, computed with ωB97M-V/def2-TZVPD.

Atoms and positions in Å:
1 C 4.29 -1.83 1.16
2 C 3.38 -1.34 0.35
3 N 2.10 -0.89 0.81
4 C 1.28 -1.61 1.56
5 N 0.19 -0.89 1.76
6 F -0.86 -1.31 2.47
7 C 0.26 0.32 1.13
8 B -0.85 1.46 1.09
9 O -1.40 1.97 2.22
10 O -1.23 1.91 -0.15
11 C -2.02 0.94 -0.87
12 C -2.43 1.46 -2.24
13 C 1.50 0.34 0.52
14 C 2.05 1.48 -0.28
15 O 2.99 1.09 -1.25
16 C 4.35 1.40 -0.90
17 C 5.28 0.56 -1.76
18 H 4.37 -1.59 2.21
19 H 5.03 -2.50 0.74
20 H 3.57 -1.20 -0.70
21 H 1.45 -2.61 1.92
22 H -2.35 2.07 2.07
23 H -2.94 0.75 -0.30
24 H -1.49 -0.01 -0.98
25 H -1.74 2.24 -2.56
26 H -3.42 1.89 -2.17
27 H -2.43 0.65 -2.96
28 H 2.51 2.19 0.42
29 H 1.22 1.98 -0.77
30 H 4.56 2.46 -1.01
31 H 4.50 1.10 0.14
32 H 5.83 1.19 -2.46
33 H 6.02 0.03 -1.16
34 H 4.72 -0.17 -2.35
35 C 1.20 -7.68 3.74
36 C 1.68 -6.33 4.20
37 C 1.37 -5.19 3.26
38 O 2.43 -4.25 3.55
39 C 3.49 -4.99 4.00
40 O 4.58 -4.55 4.15
41 O 3.12 -6.26 4.24
42 H 1.60 -8.46 4.39
43 H 0.11 -7.73 3.77
44 H 1.54 -7.89 2.73
45 H 1.31 -6.11 5.21
46 H 0.40 -4.73 3.44
47 H 1.44 -5.48 2.21
48 C -5.55 6.52 -4.33
49 C -6.02 5.33 -3.53
50 C -5.18 4.99 -2.33
51 O -5.41 3.58 -2.19
52 C -5.71 3.10 -3.43
53 O -5.78 1.94 -3.70
54 O -5.92 4.11 -4.29
55 H -6.10 6.60 -5.26
56 H -5.68 7.44 -3.77
57 H -4.49 6.41 -4.60
58 H -7.07 5.46 -3.25
59 H -5.48 5.51 -1.43
60 H -4.11 5.15 -2.50

The net charge is +1. The calculation puts the frontier orbital gap at 9.8 eV. For the HOMO energy, the calculation gives -12.76 eV.

A 12-piece molecular cluster, C18H29Cl23NO4 overall at a distorted geometry, computed with ωB97M-V/def2-TZVPD.

Atoms and positions in Å:
1 O 6.56 -2.38 2.71
2 C 5.69 -3.31 2.72
3 N 4.63 -4.05 2.52
4 C 3.42 -3.18 2.32
5 C 3.45 -2.35 0.95
6 C 4.27 -2.98 -0.26
7 C 3.37 -3.57 -1.47
8 O 2.21 -4.03 -1.36
9 O 3.99 -3.52 -2.77
10 C 2.12 -4.19 2.17
11 C 2.41 -5.68 2.65
12 O 2.80 -6.01 3.80
13 Cl 2.11 -7.04 1.41
14 H 2.36 -2.14 0.61
15 H 3.91 -1.32 1.21
16 H 4.89 -2.11 -0.75
17 H 5.03 -3.79 -0.01
18 H 4.87 -3.07 -2.69
19 H 1.35 -3.76 2.93
20 H 1.63 -4.12 1.15
21 C 0.43 0.84 1.16
22 Cl 1.72 0.06 0.24
23 Cl -0.74 -0.35 1.75
24 H 0.87 1.36 2.01
25 H -0.08 1.55 0.52
26 C -4.25 -1.76 1.85
27 Cl -2.90 -2.37 2.82
28 Cl -5.57 -2.94 1.81
29 H -4.61 -0.83 2.30
30 H -3.91 -1.57 0.84
31 C -0.98 5.02 0.64
32 Cl 0.37 4.37 -0.30
33 Cl -2.03 3.73 1.23
34 H -0.58 5.56 1.50
35 H -1.56 5.69 0.01
36 C -5.25 -1.96 5.71
37 Cl -6.51 -1.29 4.66
38 Cl -5.15 -1.08 7.24
39 H -5.48 -3.01 5.92
40 H -4.29 -1.89 5.19
41 C -3.92 4.07 -2.57
42 Cl -4.08 2.57 -1.65
43 Cl -4.36 5.47 -1.59
44 H -2.89 4.17 -2.90
45 H -4.58 4.02 -3.44
46 C -7.46 2.18 -0.51
47 Cl -7.61 0.68 0.41
48 Cl -7.89 3.59 0.47
49 H -6.42 2.29 -0.84
50 H -8.12 2.14 -1.38
51 C 2.30 6.23 -3.65
52 Cl 0.86 7.03 -3.01
53 Cl 2.20 4.48 -3.44
54 H 2.39 6.46 -4.71
55 H 3.17 6.60 -3.11
56 C -5.57 3.03 3.23
57 Cl -5.74 1.40 3.91
58 Cl -4.32 3.96 4.07
59 H -5.30 2.94 2.17
60 H -6.52 3.55 3.32
61 C 7.89 -1.61 -1.61
62 Cl 7.20 -2.60 -2.90
63 Cl 6.69 -1.25 -0.36
64 H 8.71 -2.15 -1.15
65 H 8.25 -0.67 -2.03
66 C -7.36 4.07 -4.83
67 Cl -7.34 4.64 -3.16
68 Cl -5.71 3.84 -5.45
69 H -7.89 3.12 -4.88
70 H -7.87 4.81 -5.45
71 C 10.22 -5.22 -3.61
72 Cl 9.01 -4.51 -4.68
73 Cl 10.34 -4.33 -2.09
74 H 9.94 -6.25 -3.40
75 H 11.19 -5.20 -4.11

The net charge is -1. The calculation puts the frontier orbital gap at 3.4 eV. For the HOMO energy, the calculation gives -2.17 eV.

C18H29Cl2IrN3OSSi2 as an isolated structure, computed with ωB97M-V/def2-TZVPD.

Atoms and positions in Å:
1 Ir -0.14 -0.39 0.32
2 Cl 2.78 0.06 0.34
3 C 2.90 1.79 0.30
4 C 4.17 2.34 0.22
5 C 4.29 3.72 0.18
6 C 3.16 4.52 0.22
7 C 1.91 3.94 0.30
8 Cl 0.53 5.00 0.33
9 C 1.74 2.55 0.35
10 S 0.10 1.91 0.48
11 H 5.04 1.70 0.18
12 H 5.27 4.18 0.12
13 H 3.24 5.60 0.18
14 C -4.95 -1.54 1.41
15 N -4.29 -0.65 0.43
16 C -4.99 0.14 -0.44
17 C -4.38 0.97 -1.31
18 C -2.96 1.00 -1.30
19 N -2.28 0.21 -0.46
20 C -2.92 -0.59 0.43
21 O -2.24 -1.26 1.22
22 N -2.26 1.77 -2.12
23 H -6.02 -1.39 1.34
24 H -4.60 -1.30 2.41
25 H -4.70 -2.57 1.19
26 H -6.07 0.06 -0.38
27 H -4.96 1.59 -1.98
28 H -2.71 2.42 -2.73
29 H -1.25 1.83 -2.00
30 C 1.32 -4.01 -2.26
31 Si -0.04 -2.99 -1.54
32 C -1.57 -4.00 -1.32
33 C -0.45 -1.62 -2.75
34 C 0.66 -2.30 0.10
35 Si 0.48 -3.12 1.82
36 C 2.02 -4.12 2.00
37 C 0.45 -1.85 3.21
38 C -1.01 -4.21 1.97
39 H 1.00 -4.48 -3.20
40 H 1.63 -4.80 -1.57
41 H 2.20 -3.39 -2.48
42 H -1.93 -4.29 -2.31
43 H -2.36 -3.43 -0.82
44 H -1.39 -4.91 -0.74
45 H -0.46 -2.03 -3.77
46 H 0.28 -0.81 -2.73
47 H -1.44 -1.20 -2.56
48 H 1.74 -2.26 -0.05
49 H 2.91 -3.47 2.01
50 H 2.14 -4.85 1.19
51 H 2.01 -4.67 2.95
52 H 0.85 -0.88 2.93
53 H 1.05 -2.22 4.04
54 H -0.58 -1.70 3.57
55 H -0.92 -5.11 1.37
56 H -1.92 -3.67 1.67
57 H -1.12 -4.51 3.02

The net charge is +1. The calculation puts the frontier orbital gap (spin up / spin down) at 8.2 / 6.7 eV. For the HOMO energy (spin up / spin down), the calculation gives -10.97 / -11.45 eV. The spin multiplicity is 5.

C18H29InN2O2P2S as an isolated structure at a distorted geometry, computed with ωB97M-V/def2-TZVPD.

Atoms and positions in Å:
1 C -0.80 3.95 -1.47
2 C -0.96 2.63 -0.95
3 N 0.00 2.12 -0.10
4 C 0.88 2.96 0.46
5 C 0.89 4.33 0.16
6 C 0.08 4.81 -0.87
7 C -2.13 1.88 -1.19
8 P -2.31 0.17 -0.61
9 In -0.13 -0.31 0.66
10 P 2.27 0.69 1.35
11 C 1.81 2.45 1.55
12 C 0.05 -2.57 0.64
13 C -1.04 -3.17 1.27
14 C -1.07 -4.57 1.46
15 C -0.02 -5.36 0.96
16 C 1.03 -4.75 0.27
17 C 1.04 -3.36 0.08
18 O -0.49 1.19 -4.91
19 O -0.18 -2.61 -4.23
20 H -1.43 4.23 -2.31
21 H 1.60 4.96 0.70
22 H 0.14 5.85 -1.15
23 C -3.62 0.61 0.57
24 C -3.05 -1.07 -1.73
25 H 2.73 3.03 1.57
26 H 1.33 2.54 2.52
27 H -1.13 1.69 -4.39
28 H -2.81 2.28 -1.96
29 C 2.82 0.10 2.98
30 C 3.74 0.74 0.27
31 H -1.89 -2.57 1.62
32 H -1.91 -5.03 2.00
33 H -0.04 -6.45 1.12
34 H 1.84 -5.37 -0.13
35 H 1.84 -2.93 -0.52
36 H 1.46 -0.16 -0.69
37 H 0.75 -2.84 -3.92
38 H -0.21 -1.81 -3.68
39 H 0.31 1.77 -4.87
40 H 1.84 -0.90 -0.67
41 H -4.49 0.92 -0.02
42 H -3.86 -0.20 1.26
43 H -3.24 1.47 1.13
44 H -3.83 -0.63 -2.36
45 H -2.27 -1.51 -2.37
46 H -3.50 -1.88 -1.14
47 H 4.57 1.24 0.77
48 H 4.05 -0.28 -0.01
49 H 3.50 1.28 -0.66
50 H 3.83 0.51 3.18
51 H 2.12 0.42 3.76
52 H 2.87 -1.00 2.97
53 S -0.95 0.30 5.33
54 C -0.98 0.16 3.75
55 N -1.03 0.07 2.55

The net charge is 0. The calculation puts the frontier orbital gap at 6.8 eV. For the HOMO energy, the calculation gives -6.71 eV.

Question: What is the net charge in the eighth record?
Answer: 0